*1*
C4H10NO | the ωB97M-V functional and the def2-TZVPD basis

Computed properties:
HOMO: -2.7 eV
Kohn-Sham gap: 6.68 eV
Total charge: -1

Atoms and positions in Å:
C 1.5220 -2.1622 -0.2958
C -0.8606 1.3472 2.0301
N -1.3536 1.8035 0.9374
C -0.6105 0.7744 0.1065
C -0.8053 1.0080 -1.4676
O 0.0401 0.2815 -2.1849
H 1.1225 -1.8435 0.6645
H 1.2647 -3.1823 -0.5757
H 1.1317 -1.4343 -1.0178
H -1.0893 0.3303 2.4402
H 0.0284 1.7545 2.5663
H 2.6105 -2.1479 -0.2070
H -0.9430 -0.2666 0.1969
H 0.4802 0.8852 0.1361
H -1.8671 0.7467 -1.7004
H -0.6708 2.1056 -1.6290

Atomic partial charges in e from the natural (NBO) method, atoms 1 to 6:
1 C -0.8806
2 C 0.0701
3 N -0.5883
4 C -0.3088
5 C 0.0273
6 O -0.9032

***

*2*
C4H10NO | the ωB97M-V functional and the def2-TZVPD basis

Computed properties:
HOMO: -2.2 eV
SMILES: C[C@@H](N)CC[O-]
Kohn-Sham gap: 6.48 eV
Total charge: -1

Atoms and positions in Å:
C -1.1197 0.6521 -1.0147
C -0.6730 0.2278 0.4313
N -1.8012 -0.5226 1.0442
C 0.6113 -0.4567 0.4087
C 2.0040 0.1208 -0.4213
O 2.7960 0.6605 0.4863
H -2.2023 0.6162 -1.0874
H -0.7895 -0.0650 -1.7597
H -0.6180 1.5511 -1.4362
H -0.7139 1.1879 0.9525
H -1.8042 -0.2777 2.0446
H -1.5905 -1.5148 1.1255
H 0.5595 -1.5278 -0.0013
H 1.1818 -0.4819 1.3385
H 1.7895 0.7124 -1.3261
H 2.3702 -0.8823 -0.7849

Atomic partial charges in e from the natural (NBO) method, atoms 1 to 6:
1 C -0.6242
2 C -0.0726
3 N -0.8492
4 C -0.5249
5 C 0.0382
6 O -0.9418

***

Stability summary: most stable *2*, least stable *1*.

***

*1*
C4H10NO | the ωB97M-V functional and the def2-TZVPD basis

Computed properties:
HOMO: -1.9 eV
Kohn-Sham gap: 4.42 eV
Total charge: -1

Atoms and positions in Å:
C 1.2261 -1.6719 3.8036
O 1.7607 -1.2534 4.9629
C 1.1338 -0.5613 2.7158
C -0.9761 2.0431 -3.6725
C -1.7480 1.0458 -3.1771
N -1.1876 -0.2815 -2.7753
H 1.8093 -2.5172 3.3804
H 0.1463 -2.0170 3.8958
H -1.3459 2.7403 -4.4021
H 2.1549 -0.1582 2.6147
H 0.4946 0.2671 3.0523
H 0.0019 2.1772 -3.2088
H -2.8330 1.0630 -3.0004
H -0.7968 0.6064 -2.3362
H -0.6680 -0.7009 -3.5353
H 0.8277 -0.7816 1.6821

Atomic partial charges in e from the natural (NBO) method, atoms 1 to 6:
1 C -0.0090
2 O -0.9580
3 C -0.6576
4 C -0.4883
5 C -0.0478
6 N -0.8379

***

*2*
C4H10NO | the ωB97M-V functional and the def2-TZVPD basis

Computed properties:
HOMO: -2.2 eV
SMILES: CNCCC[O-]
Kohn-Sham gap: 6.06 eV
Total charge: -1

Atoms and positions in Å:
C 1.2888 -0.9569 -1.6607
N 0.1871 -0.2143 -1.1156
C 0.5166 0.7041 -0.0288
C -0.7181 1.0578 0.7876
C -1.3824 -0.1635 1.4870
O -1.9658 0.0991 2.6548
H 2.2378 -0.5683 -1.2803
H 1.2900 -2.0234 -1.4236
H 1.3462 -0.8789 -2.7550
H -0.5614 -0.8011 -0.7744
H 1.3074 0.3008 0.6317
H 0.9640 1.6425 -0.4183
H -1.4293 1.5323 0.1091
H -0.4345 1.7896 1.5420
H -0.5623 -0.9200 1.5472
H -2.0843 -0.5998 0.6972

Atomic partial charges in e from the natural (NBO) method, atoms 1 to 6:
1 C -0.4023
2 N -0.6570
3 C -0.2037
4 C -0.4447
5 C 0.0027
6 O -0.9423

***

*3*
C4H10NO | the ωB97M-V functional and the def2-TZVPD basis

Computed properties:
HOMO: -2.2 eV
SMILES: CN(C)CC[O-]
Kohn-Sham gap: 6.30 eV
Total charge: -1

Atoms and positions in Å:
C 1.9721 -1.0122 -0.1701
N 0.8668 -0.1165 -0.4574
C -0.1170 -0.7320 -1.3400
C 0.2432 0.3739 0.7765
C -1.0483 1.2257 0.6082
O -2.1857 0.5236 0.6718
H 2.5244 -0.5048 0.6262
H 1.7173 -2.0366 0.1352
H 2.6617 -0.9925 -1.0143
H -0.9970 -0.0985 -1.3693
H 0.2833 -0.8139 -2.3494
H -0.4131 -1.6877 -0.9406
H 1.0157 0.8464 1.4071
H -0.0313 -0.4799 1.4357
H -0.9610 2.0580 1.3558
H -0.8790 1.7330 -0.3879

Atomic partial charges in e from the natural (NBO) method, atoms 1 to 6:
1 C -0.4101
2 N -0.4448
3 C -0.4248
4 C -0.2548
5 C -0.0267
6 O -0.9590

***

Stability summary: most stable *2*, least stable *1*.

***

*1*
C3H3F | the ωB97M-V functional and the def2-TZVPD basis

Computed properties:
HOMO: -10.7 eV
SMILES: FC1C=C1
Kohn-Sham gap: 11.97 eV

Atoms and positions in Å:
F 1.9083 -0.0672 -0.0458
C 0.6265 0.0675 0.4993
C -0.4506 -0.6184 -0.2532
C -0.5770 0.6883 -0.2626
H 0.6215 0.0818 1.5263
H -0.9328 -1.5508 -0.5408
H -1.1959 1.3989 -0.9234

Atomic partial charges in e from the natural (NBO) method, atoms 1 to 6:
1 F -0.3673
2 C 0.1767
3 C -0.2216
4 C -0.2254
5 H 0.1653
6 H 0.2280

***

*2*
C3H3F | the ωB97M-V functional and the def2-TZVPD basis

Computed properties:
HOMO (alpha / beta): -8.0 / -8.8 eV
Kohn-Sham gap (alpha / beta): 7.65 / 8.20 eV

Atoms and positions in Å:
C 1.5242 0.3099 0.1777
C 0.1938 0.4190 -0.0471
C -0.8505 -0.4119 0.0537
F -2.0761 0.0480 0.0159
H 2.2294 -0.3442 -0.1572
H -0.2838 1.4039 -0.0728
H -0.7369 -1.4248 0.0298

Atomic partial charges in e from the natural (NBO) method, atoms 1 to 6:
1 C -0.0538
2 C -0.4631
3 C 0.2983
4 F -0.3053
5 H 0.1464
6 H 0.2272

***

Stability summary: most stable *1*, least stable *2*.

***

*1*
C5H13N | the ωB97M-V functional and the def2-TZVPD basis

Computed properties:
HOMO: -7.6 eV
Kohn-Sham gap: 7.95 eV

Atoms and positions in Å:
C -2.5401 -0.0258 -0.3097
N -2.0033 -0.7380 0.8454
C 0.4382 0.7754 0.4760
C 1.6657 0.1343 0.6173
C 1.0917 1.0222 -0.9872
C 1.7131 -1.3091 0.2687
H -1.7209 0.1177 -1.0490
H -3.2701 -0.6896 -0.8611
H -2.9939 0.9719 -0.0716
H -2.6478 -0.6351 1.6218
H 0.3073 1.7636 1.0006
H -1.0175 -0.4802 1.1749
H 2.5566 0.7304 0.9567
H 1.9696 1.5763 -0.9789
H 1.2559 0.1017 -1.6164
H 0.3859 1.5862 -1.7113
H 2.5594 -1.7485 -0.3129
H 1.5497 -1.9399 1.1531
H 0.7003 -1.2136 -0.2165

Atomic partial charges in e from the natural (NBO) method, atoms 1 to 6:
1 C -0.4147
2 N -0.8821
3 C -0.5083
4 C 0.0802
5 C -0.6355
6 C -0.7103

***

*2*
C5H13N | the ωB97M-V functional and the def2-TZVPD basis

Computed properties:
HOMO: -8.6 eV
SMILES: CCN(C)CC
Kohn-Sham gap: 9.84 eV

Atoms and positions in Å:
C -0.3643 -1.2633 1.7939
C 0.6642 -0.7762 0.7419
N 0.0717 -0.2463 -0.4750
C 0.8189 -0.7592 -1.6458
C 0.0799 1.2462 -0.4696
C -1.2786 1.7614 0.0434
H -0.1874 -2.2990 2.0690
H -0.4230 -0.6015 2.6596
H -1.3525 -1.1838 1.3206
H 1.3347 -1.6200 0.5442
H 1.3917 -0.1206 1.2411
H 0.4376 -1.7641 -1.8233
H 1.9074 -0.7920 -1.4991
H 0.5914 -0.1354 -2.5020
H 0.4040 1.5835 -1.4511
H 0.7652 1.6207 0.2942
H -1.4646 2.7793 -0.3147
H -1.2469 1.7356 1.1208
H -2.0917 1.1695 -0.3790

Atomic partial charges in e from the natural (NBO) method, atoms 1 to 6:
1 C -0.6275
2 C -0.2317
3 N -0.4482
4 C -0.4052
5 C -0.2171
6 C -0.6149

***

*3*
C5H13N | the ωB97M-V functional and the def2-TZVPD basis

Computed properties:
HOMO: -9.4 eV
SMILES: C=CC.CCN
Kohn-Sham gap: 10.50 eV

Atoms and positions in Å:
C -1.7166 0.1703 -1.6997
C -1.6687 -0.7244 -0.7244
C -2.0150 -0.4729 0.7171
H -1.6461 -0.2296 -2.7047
H -1.8619 1.2288 -1.5509
H -1.4367 -1.7600 -0.9640
H -3.0665 -0.7392 0.8361
H -1.9037 0.5939 0.9184
H -1.3829 -1.0223 1.4118
C 1.8610 -0.1966 1.6257
C 2.1812 0.4448 0.2763
N 0.9408 0.7777 -0.4632
H 1.0197 0.3716 2.0225
H 2.6535 0.0021 2.3498
H 1.5935 -1.2503 1.5896
H 2.8711 -0.1913 -0.2915
H 2.7176 1.3728 0.4725
H 0.4687 -0.0756 -0.7377
H 1.3284 1.1763 -1.3155

Atomic partial charges in e from the natural (NBO) method, atoms 1 to 6:
1 C -0.4079
2 C -0.1782
3 C -0.6572
4 H 0.1971
5 H 0.2028
6 H 0.1891

***

*4*
C5H13N | the ωB97M-V functional and the def2-TZVPD basis

Computed properties:
HOMO: -6.5 eV
Kohn-Sham gap: 4.44 eV

Atoms and positions in Å:
C -2.4248 -1.9649 0.4561
C 0.2256 0.6379 -1.1788
C 0.3782 0.0672 0.2547
C 1.5592 0.8132 0.7443
C 0.2003 -1.3098 0.7068
N 0.4166 2.1598 -1.0408
H -3.1810 -1.8720 -0.3151
H -2.3525 -3.0419 0.6672
H -2.7596 -1.3617 1.3586
H -0.7520 0.4135 -1.5932
H -0.3150 0.7339 0.7334
H 1.7997 0.5606 1.8135
H 1.5182 1.8292 0.1294
H 2.3256 0.2757 0.2745
H 0.6003 -2.0450 0.0597
H 0.0762 -1.4535 1.7344
H -1.2842 -1.3744 0.3224
H 0.7101 2.4930 -2.0025
H 1.0671 0.2628 -1.7953

Atomic partial charges in e from the natural (NBO) method, atoms 1 to 6:
1 C -0.7446
2 C -0.2551
3 C -0.3639
4 C -0.5793
5 C -0.2039
6 N -0.7995

***

Stability summary: most stable *2*, least stable *4*.

***

*1*
C5H13N | the ωB97M-V functional and the def2-TZVPD basis

Computed properties:
HOMO: -9.2 eV
SMILES: CC[C@@H](C)CN
Kohn-Sham gap: 10.35 eV

Atoms and positions in Å:
C 0.3282 -0.4344 2.5143
C 0.8092 -0.4868 1.0636
C -0.2595 0.0200 0.0533
C -0.2663 1.5299 -0.0016
C 0.0020 -0.6713 -1.2756
N -0.5785 0.0554 -2.4120
H 0.0879 0.6005 2.7733
H -0.6602 -0.8768 2.5881
H 1.0549 -0.8679 3.1891
H 1.6694 0.1879 0.9732
H 1.1510 -1.4906 0.7922
H -1.1811 -0.3810 0.4886
H -0.4680 1.9733 0.9777
H 0.6808 1.9301 -0.3528
H -1.0021 1.9112 -0.7043
H 1.0879 -0.7367 -1.4535
H -0.3419 -1.7142 -1.2265
H -1.5130 0.3666 -2.1591
H -0.6979 -0.5000 -3.2485

Atomic partial charges in e from the natural (NBO) method, atoms 1 to 6:
1 C -0.6093
2 C -0.3789
3 C -0.2318
4 C -0.6096
5 C -0.2047
6 N -0.8406

***

*2*
C5H13N | the ωB97M-V functional and the def2-TZVPD basis

Computed properties:
HOMO: -8.6 eV
SMILES: C=CN.CCC
Kohn-Sham gap: 9.63 eV

Atoms and positions in Å:
C -3.6656 -0.6725 -1.3085
C -2.5948 -0.1527 -1.8873
N -1.5884 0.4914 -1.1362
H -3.8075 -0.5479 -0.2350
H -4.5187 -1.1159 -1.8005
H -2.4397 -0.2091 -2.9590
H -1.9935 1.2495 -0.6050
H -0.7612 0.8119 -1.6105
C 3.4749 0.3051 2.0362
C 1.9980 0.2858 1.6669
C 1.6412 -0.3763 0.3292
H 3.5738 0.4393 3.1026
H 4.0024 1.0976 1.5097
H 3.9560 -0.6585 1.8789
H 1.6467 1.3043 1.6870
H 1.3668 -0.1012 2.4716
H 0.7896 -1.0488 0.3904
H 1.2849 0.3738 -0.3818
H 2.5574 -0.6818 -0.1703

Atomic partial charges in e from the natural (NBO) method, atoms 1 to 6:
1 C -0.4814
2 C -0.0041
3 N -0.8385
4 H 0.1882
5 H 0.2056
6 H 0.1828

***

*3*
C5H13N | the ωB97M-V functional and the def2-TZVPD basis

Computed properties:
HOMO: -8.3 eV
SMILES: C=CN.CCC
Kohn-Sham gap: 9.39 eV

Atoms and positions in Å:
C 2.2580 -1.0463 -0.3388
C 1.7512 -0.1597 -1.2837
N 0.9556 -0.5816 -2.3751
H 2.4271 -2.1006 -0.5556
H 2.7163 -0.6848 0.5532
H 1.7255 0.9289 -1.2327
H 1.2871 -1.3156 -2.9297
H 0.6144 0.1788 -2.9265
C -1.4240 -0.7765 0.8240
C -1.1793 0.4244 1.6630
C -1.1840 1.6792 0.7305
H -0.7343 -0.7930 -0.0026
H -1.3978 -1.8036 1.1692
H -2.4821 -0.8641 0.4116
H -1.8839 0.5816 2.5191
H -0.2100 0.3185 2.1787
H -0.4989 2.3886 1.1984
H -2.1893 2.1045 0.5689
H -0.5518 1.5210 -0.1718

Atomic partial charges in e from the natural (NBO) method, atoms 1 to 6:
1 C -0.5151
2 C 0.0065
3 N -0.8218
4 H 0.1976
5 H 0.2023
6 H 0.1889

***

Stability summary: most stable *1*, least stable *3*.